No. 1
The following is a quantum chemistry calculation of one molecule with the formula C4H8N2S at a distorted geometry, from the Open Molecules 2025 dataset.

Each line ends with the natural charge from an NBO analysis.
Geometry (Å):
S1 1.435 -2.530 -0.495  0.012
C1 1.162 -0.820 -0.120  -0.549
C2 -0.133 -0.352 0.449  -0.316
C3 -1.151 -0.287 -0.641  -0.025
N1 -1.587 0.864 -0.895  -0.184
N2 -0.851 1.753 -0.226  -0.455
C4 -0.096 1.170 0.814  -0.231
H1 0.684 -2.577 -1.530  0.106
H2 2.041 -0.459 0.533  0.229
H3 1.430 -0.156 -0.955  0.223
H4 -0.352 -1.012 1.290  0.225
H5 -1.718 -1.191 -0.856  0.201
H6 -1.325 2.695 -0.044  0.381
H7 0.950 1.557 0.849  0.194
H8 -0.490 1.344 1.826  0.190

- energy (eV) = -18091.298
- maximum force (eV Å⁻¹) = 4.4
- frontier orbital gap (Ha) = 0.3425
- LUMO level (Ha) = 0.0329
- net charge = 0
- E_HOMO (Ha) = -0.3097
- structure (SMILES) = SC[C@@H]1C=NNC1
- energy above the lowest of the compared OMol25 structures with the same formula, charge and spin (eV) = 2.444

No. 2
The following is a quantum chemistry calculation of C23H41IMoP2 as an isolated structure at a distorted geometry, from the Open Molecules 2025 dataset.

Each line ends with the Mulliken spin population.
Geometry (Å):
Mo1 1.857 -0.335 -1.699  1.886
C1 -0.086 -0.615 0.158  0.176
C2 0.208 -1.691 -0.763  -0.273
C3 2.166 -1.150 0.386  0.001
C4 1.136 -0.196 0.742  -0.094
C5 1.577 -2.115 -0.535  0.173
C6 -1.446 -0.188 0.599  0.000
H1 -2.202 -0.451 -0.152  0.000
H2 -1.513 0.890 0.831  -0.003
H3 -1.780 -0.724 1.506  0.002
C7 1.249 0.783 1.848  -0.003
H4 0.689 1.697 1.627  0.000
H5 2.285 1.074 2.040  -0.002
H6 0.825 0.336 2.761  -0.002
C8 3.462 -1.345 1.107  0.007
H7 3.296 -1.772 2.114  -0.001
H8 3.967 -0.377 1.220  0.002
H9 4.095 -2.045 0.543  -0.006
C9 2.140 -3.457 -0.890  -0.009
H10 1.842 -4.229 -0.162  -0.001
H11 3.235 -3.445 -0.874  -0.002
H12 1.746 -3.807 -1.850  0.004
C10 -0.772 -2.489 -1.555  -0.009
H13 -1.079 -3.362 -0.954  0.003
H14 -0.334 -2.860 -2.500  -0.006
H15 -1.665 -1.883 -1.752  0.004
C11 -3.346 3.231 -2.284  -0.007
C12 -4.424 2.449 -2.516  0.009
C13 -4.640 1.665 -3.803  0.000
C14 -3.386 1.764 -4.813  0.002
C15 -2.436 0.657 -4.437  -0.012
C16 -2.413 0.341 -3.116  0.121
C17 -1.674 1.287 -2.185  0.022
C18 -1.876 2.804 -2.416  0.004
H16 -5.519 2.021 -4.356  0.001
H17 -2.938 2.789 -4.792  0.004
H18 -4.902 0.607 -3.607  -0.002
H19 -1.547 2.955 -3.457  0.001
H20 -3.486 4.293 -2.052  0.000
H21 -5.160 2.297 -1.706  0.000
H22 -1.206 3.380 -1.731  0.003
H23 -1.913 1.086 -1.148  -0.007
H24 -2.887 -0.544 -2.742  -0.014
H25 -0.587 1.063 -2.260  0.024
H26 -3.740 1.627 -5.858  -0.001
H27 -2.273 -0.007 -5.282  0.017
P1 0.272 0.798 -4.649  0.007
C19 0.351 2.527 -5.418  0.001
C20 0.021 -0.114 -6.272  0.005
P2 2.594 -0.971 -3.641  -0.157
C21 2.052 0.714 -4.350  0.049
C22 1.467 -2.202 -4.419  0.053
C23 4.197 -1.327 -4.307  0.023
H28 1.329 2.966 -5.178  -0.001
H29 -0.458 3.172 -5.051  0.001
H30 0.296 2.461 -6.517  0.000
H31 0.730 0.206 -7.037  0.001
H32 -0.996 0.003 -6.668  0.000
H33 0.160 -1.184 -6.131  0.001
H34 4.105 -1.524 -5.383  -0.001
H35 4.558 -2.231 -3.797  -0.002
H36 4.891 -0.493 -4.149  0.002
H37 2.166 1.455 -3.531  -0.014
H38 2.669 1.048 -5.180  0.011
H39 1.637 -3.158 -3.916  0.001
H40 1.757 -2.264 -5.480  -0.003
H41 0.403 -1.940 -4.306  -0.014
I1 3.337 1.894 -1.295  0.026

- energy (eV) = -53027.866
- maximum force (eV Å⁻¹) = 6.3
- frontier orbital gap (alpha / beta) (Ha) = 0.1455 / 0.1500
- 2S+1 = 3
- LUMO level (alpha / beta) (Ha) = -0.3248 / -0.3198
- net charge = +2
- E_HOMO (alpha / beta) (Ha) = -0.4703 / -0.4698
- ⟨S²⟩ = 2.081
- energy above the lowest of the compared OMol25 structures with the same formula, charge and spin (eV) = 5.670

No. 3
The following is a quantum chemistry calculation of a 3-piece molecular cluster, C13H30NO10S2 overall at a distorted geometry, from the Open Molecules 2025 dataset.

Each line ends with the natural charge from an NBO analysis.
Geometry (Å):
C1 2.598 -3.333 0.633  -0.664
C2 3.071 -1.913 -0.107  -0.073
O1 1.900 -1.239 -0.689  -0.554
C3 1.523 -0.025 0.058  -0.088
C4 -0.125 -0.152 0.313  -0.096
O2 -0.366 -1.572 0.634  -0.569
C5 -1.483 -1.747 1.576  0.087
N1 -2.677 -1.018 0.998  -0.632
C6 -3.796 -1.953 0.594  -0.330
C7 -3.724 -2.379 -1.010  0.712
O3 -4.028 -3.635 -1.408  -0.747
O4 -3.343 -1.428 -2.096  -0.859
H1 2.919 -3.238 1.762  0.195
H2 3.246 -4.213 0.153  0.199
H3 1.439 -3.532 0.534  0.262
H4 3.659 -1.291 0.692  0.175
H5 3.808 -2.140 -1.016  0.183
H6 1.813 0.960 -0.509  0.164
H7 1.995 0.045 1.138  0.166
H8 -0.711 0.106 -0.690  0.231
H9 -0.408 0.599 1.165  0.167
H10 -1.161 -1.249 2.604  0.143
H11 -1.645 -2.925 1.678  0.186
H12 -3.077 -0.442 1.795  0.350
H13 -4.811 -1.363 0.786  0.216
H14 -3.785 -2.946 1.234  0.180
O5 6.041 0.835 0.925  -0.924
S1 6.433 0.278 -0.353  2.345
O6 6.369 -1.144 -0.623  -0.920
O7 7.919 0.821 -0.738  -0.715
C8 8.986 0.575 0.170  -0.076
C9 9.413 -0.882 0.150  -0.642
C10 5.533 1.114 -1.633  -0.880
H15 8.714 0.894 1.181  0.193
H16 9.831 1.196 -0.148  0.190
H17 8.614 -1.533 0.518  0.231
H18 10.290 -1.042 0.784  0.211
H19 9.646 -1.202 -0.871  0.215
H20 5.594 2.192 -1.470  0.248
H21 4.493 0.784 -1.578  0.272
H22 5.957 0.841 -2.601  0.252
O8 -5.774 1.194 0.652  -0.929
S2 -6.158 1.935 -0.530  2.345
O9 -5.463 3.138 -0.942  -0.934
O10 -7.756 2.246 -0.470  -0.716
C11 -8.266 2.956 0.652  -0.075
C12 -7.889 4.426 0.603  -0.641
C13 -6.183 0.822 -1.912  -0.886
H23 -7.932 2.493 1.586  0.192
H24 -9.358 2.869 0.622  0.185
H25 -6.806 4.560 0.690  0.231
H26 -8.359 4.978 1.420  0.205
H27 -8.193 4.870 -0.351  0.212
H28 -6.731 -0.081 -1.636  0.254
H29 -5.148 0.573 -2.156  0.316
H30 -6.653 1.321 -2.761  0.236

- energy (eV) = -57597.778
- maximum force (eV Å⁻¹) = 7.4
- frontier orbital gap (Ha) = 0.2139
- LUMO level (Ha) = 0.0742
- net charge = -1
- E_HOMO (Ha) = -0.1397

No. 4
The following is a quantum chemistry calculation of one molecule with the formula C21H26FNO5, from the Open Molecules 2025 dataset.

Each line ends with the natural charge from an NBO analysis.
Geometry (Å):
C1 -4.028 -0.806 1.385  -0.599
C2 -2.897 -0.940 2.405  -0.398
C3 -2.819 0.294 3.337  -0.404
C4 -1.427 0.917 3.465  -0.384
C5 -1.098 1.894 2.334  -0.445
C6 -1.026 1.303 0.935  -0.027
C7 -1.951 1.819 0.002  0.172
N1 -2.875 2.843 0.374  -0.807
C8 -2.017 1.326 -1.300  -0.207
C9 -1.182 0.291 -1.659  -0.115
C10 -0.267 -0.258 -0.762  -0.069
C11 -0.122 0.284 0.540  -0.021
C12 0.974 -0.185 1.482  0.188
C13 1.775 0.920 2.164  -0.639
F1 1.926 -0.952 0.839  -0.365
C14 0.447 -1.450 -1.328  0.550
O1 0.542 -2.521 -0.787  -0.514
C15 0.905 -1.307 -2.744  -0.124
C16 2.222 -1.852 -3.217  -0.474
C17 3.225 -2.239 -2.123  -0.076
O2 4.523 -1.690 -2.423  -0.536
C18 4.605 -0.341 -2.229  0.805
C19 4.586 0.123 -0.799  -0.741
O3 4.746 0.395 -3.150  -0.544
C20 0.039 -0.725 -3.576  0.279
O4 0.275 -0.560 -4.910  -0.684
C21 -1.252 -0.222 -3.055  0.491
O5 -2.260 -0.207 -3.703  -0.491
H1 -4.180 -1.750 0.871  0.209
H2 -4.944 -0.569 1.917  0.200
H3 -3.804 -0.018 0.674  0.205
H4 -3.079 -1.821 3.012  0.201
H5 -1.939 -1.074 1.913  0.194
H6 -3.552 1.053 3.076  0.205
H7 -3.081 -0.039 4.340  0.205
H8 -1.438 1.509 4.381  0.209
H9 -0.686 0.142 3.625  0.191
H10 -0.156 2.398 2.534  0.220
H11 -1.855 2.661 2.387  0.226
H12 -2.360 3.657 0.692  0.370
H13 -3.389 3.140 -0.445  0.373
H14 -2.715 1.718 -2.024  0.231
H15 0.537 -0.807 2.260  0.184
H16 1.305 1.276 3.067  0.218
H17 1.990 1.740 1.486  0.214
H18 2.721 0.469 2.446  0.233
H19 2.649 -1.119 -3.894  0.263
H20 2.023 -2.735 -3.826  0.224
H21 3.379 -3.309 -2.144  0.206
H22 2.903 -1.965 -1.127  0.198
H23 4.187 -0.641 -0.143  0.230
H24 3.959 1.004 -0.733  0.235
H25 5.604 0.341 -0.494  0.247
H26 0.352 -1.413 -5.349  0.489

- energy (eV) = -36643.147
- maximum force (eV Å⁻¹) = 1.0
- frontier orbital gap (Ha) = 0.3069
- LUMO level (Ha) = -0.0190
- net charge = 0
- E_HOMO (Ha) = -0.3259
- structure (SMILES) = CCCCCc1c(N)cc2c(c1[C@H](C)F)C(=O)C(CCOC(C)=O)=C(O)C2=O

No. 5
The following is a quantum chemistry calculation of C27H24BrF6IN7O9S4Yb as an isolated structure, from the Open Molecules 2025 dataset.

Each line ends with the Mulliken spin population.
Geometry (Å):
Yb1 -0.380 -0.520 0.169  1.012
F1 -1.672 -1.666 -4.412  0.000
C1 -1.030 -2.757 -4.019  0.000
F2 -1.865 -3.781 -3.985  0.000
F3 -0.030 -3.015 -4.844  0.000
S1 -0.336 -2.429 -2.344  0.000
O1 -1.407 -1.805 -1.551  0.000
O2 0.804 -1.542 -2.474  -0.001
N1 0.069 -3.870 -1.871  0.000
S2 1.073 -3.764 -0.633  -0.001
O3 2.457 -3.894 -0.932  0.000
O4 0.670 -2.639 0.226  -0.008
C2 0.594 -5.267 0.312  0.000
F4 -0.700 -5.272 0.589  0.000
F5 1.290 -5.266 1.445  0.000
F6 0.899 -6.345 -0.397  0.000
O5 -2.532 2.640 4.853  0.001
C3 -2.057 2.048 3.929  -0.001
C4 -1.269 0.727 3.979  0.000
O6 -1.222 -0.054 4.901  0.001
C5 -0.654 0.610 2.655  0.005
C6 -1.122 1.581 1.790  -0.002
O7 -0.758 1.573 0.537  -0.004
C7 -2.067 2.483 2.453  -0.001
O8 -2.739 3.357 1.956  0.000
O9 0.178 -0.308 2.234  -0.005
C8 -0.229 -2.980 3.282  0.000
C9 -1.509 -2.957 2.513  0.000
N2 -1.842 -2.118 1.560  -0.002
C10 -3.136 -2.335 1.139  -0.001
C11 -3.779 -3.361 1.751  0.000
S3 -2.744 -4.065 2.907  0.000
C12 -3.721 -1.382 0.196  0.000
C13 -4.912 -1.503 -0.437  0.000
S4 -5.254 -0.060 -1.277  0.000
C14 -3.777 0.622 -0.742  0.001
N3 -3.055 -0.186 -0.004  0.001
C15 -3.468 2.041 -1.079  0.000
H1 0.624 -2.875 2.620  0.000
H2 -0.148 -3.913 3.839  0.000
H3 -0.219 -2.139 3.978  0.000
H4 -4.796 -3.686 1.614  0.000
H5 -5.590 -2.339 -0.429  0.000
H6 -4.267 2.684 -0.709  0.000
H7 -3.392 2.174 -2.159  0.000
H8 -2.548 2.344 -0.595  0.000
Br1 -1.661 3.109 -5.086  0.000
C16 -1.088 3.983 -3.508  0.000
C17 -1.247 5.362 -3.460  0.000
C18 -0.875 6.064 -2.329  0.000
C19 -0.347 5.391 -1.239  0.000
C20 -0.181 4.015 -1.280  0.000
C21 -0.550 3.303 -2.417  0.000
I1 -0.274 1.246 -2.538  0.000
H9 -1.667 5.875 -4.314  0.000
H10 -1.007 7.137 -2.301  0.000
H11 -0.070 5.933 -0.345  0.000
H12 0.191 3.488 -0.420  0.000
C22 2.308 1.447 0.587  0.000
N4 3.681 1.880 0.775  0.000
C23 4.388 1.741 -0.499  0.000
N5 4.376 0.361 -0.983  0.000
C24 2.995 -0.062 -1.156  0.000
N6 2.208 0.033 0.110  0.007
C25 2.922 -0.817 1.119  0.000
N7 4.300 -0.399 1.317  0.000
C26 4.313 0.995 1.756  0.000
C27 4.999 -0.487 0.035  0.000
H13 1.830 2.082 -0.162  0.000
H14 1.762 1.526 1.527  0.000
H15 5.423 2.062 -0.368  0.000
H16 3.911 2.385 -1.241  0.000
H17 2.977 -1.099 -1.490  0.000
H18 2.514 0.561 -1.909  0.000
H19 2.922 -1.843 0.754  0.000
H20 2.372 -0.758 2.056  0.000
H21 5.346 1.313 1.909  0.000
H22 3.777 1.077 2.704  0.000
H23 4.988 -1.523 -0.309  0.000
H24 6.036 -0.171 0.171  0.000

- energy (eV) = -226568.800
- maximum force (eV Å⁻¹) = 0.8
- frontier orbital gap (alpha / beta) (Ha) = 0.2977 / 0.2925
- 2S+1 = 2
- LUMO level (alpha / beta) (Ha) = 0.0017 / -0.0039
- net charge = 0
- E_HOMO (alpha / beta) (Ha) = -0.2961 / -0.2964
- ⟨S²⟩ = 0.751
- energy above the lowest of the compared OMol25 structures with the same formula, charge and spin (eV) = 0.000

No. 6
The following is a quantum chemistry calculation of one molecule with the formula C2H9F2N3O2P2 at a distorted geometry, from the Open Molecules 2025 dataset.

Each line ends with the natural charge from an NBO analysis.
Geometry (Å):
C1 2.305 -1.324 -0.681  -0.249
O1 1.205 -0.604 -0.168  -0.846
P1 1.317 0.758 0.718  2.351
N1 2.712 1.033 1.320  -1.302
F1 1.110 1.810 -0.485  -0.615
N2 -0.204 0.932 1.332  -1.363
P2 -1.498 0.772 0.045  2.388
N3 -2.697 1.896 0.333  -1.169
F2 -1.044 0.965 -1.411  -0.527
O2 -2.355 -0.546 0.024  -0.789
C2 -1.669 -1.679 -0.449  -0.298
H1 2.906 -0.680 -1.462  0.198
H2 1.896 -2.123 -1.218  0.178
H3 2.905 -1.809 0.228  0.202
H4 2.766 1.827 1.853  0.380
H5 -2.828 1.894 1.323  0.411
H6 -2.378 2.890 0.087  0.421
H7 -1.915 -2.546 0.297  0.195
H8 -0.526 -1.523 -0.292  0.239
H9 -2.007 -1.944 -1.394  0.194

- energy (eV) = -34799.827
- maximum force (eV Å⁻¹) = 5.4
- frontier orbital gap (Ha) = 0.3561
- LUMO level (Ha) = 0.0213
- net charge = 0
- E_HOMO (Ha) = -0.3348
- structure (SMILES) = CO[P@@](=N)(F)N=[P@@](N)(F)OC
- energy above the lowest of the compared OMol25 structures with the same formula, charge and spin (eV) = 0.667